Entry from the OMol25 dataset: 10 unconnected molecules or ions with the total composition C48H113N3O10 at a distorted geometry (the ωB97M-V functional and the def2-TZVPD basis).

The geometry in XYZ format:
```
174
Properties=species:S:1:pos:R:3:forces:R:3
C 4.7154 -6.4096 8.7841 -0.1 -0.5 0.0
C 6.0292 -5.6599 8.5361 0.0 0.8 0.4
C 5.7827 -4.2586 7.9362 -0.6 -0.8 0.3
C 6.6545 -5.4149 9.9246 -0.3 -1.1 1.2
C 7.5638 -6.5407 10.4415 -0.2 -0.2 0.2
C 8.5127 -7.0896 9.3797 -0.3 0.7 1.6
C 7.8270 -7.4737 8.0811 0.3 0.2 -0.4
C 8.9638 -7.6085 7.0615 0.3 -0.4 -0.2
C 7.0983 -8.8125 8.1921 -0.5 -0.7 0.0
N 6.9853 -6.3538 7.6896 0.8 1.0 -0.1
O 6.5399 -6.4345 6.3505 -0.3 -0.5 0.1
H 4.1656 -6.6440 7.8715 0.2 -0.1 -0.1
H 4.9575 -7.3285 9.3274 -0.1 -0.1 -0.2
H 4.0317 -5.8732 9.4449 0.1 0.3 -0.1
H 4.9665 -3.8320 8.5242 0.2 0.4 0.0
H 6.6926 -3.6738 8.0372 0.0 0.2 -0.2
H 5.4361 -4.3161 6.9071 0.1 0.0 -0.1
H 7.1279 -4.4486 10.1045 0.3 0.0 -0.8
H 5.8443 -5.4187 10.6635 -0.2 0.3 -0.2
H 8.1140 -6.1014 11.2791 0.3 -0.1 -0.1
H 7.0280 -7.3701 10.9226 -0.4 0.2 -0.3
H 9.0208 -7.9473 9.8263 0.2 0.0 -0.4
H 9.2045 -6.2466 9.2964 0.4 -0.4 -0.9
H 9.5951 -8.4429 7.3798 0.0 0.0 0.0
H 9.6157 -6.7337 7.0333 -0.2 0.2 0.0
H 8.6321 -7.8299 6.0465 -0.2 0.0 0.1
H 7.7704 -9.6405 7.9576 0.1 0.0 0.2
H 6.2633 -8.9132 7.4936 0.2 0.3 -0.2
H 6.6469 -9.0059 9.1698 0.2 0.2 0.1
H 7.1297 -5.8456 5.8682 0.0 0.0 0.0
C 9.9960 -6.6253 19.8514 0.7 -0.4 0.6
C 9.4272 -5.6062 18.8739 -0.6 0.3 0.8
C 10.1445 -5.6245 17.5375 -0.1 -0.8 -0.5
C 7.9395 -5.9457 18.6244 0.1 -0.4 -0.4
C 6.9371 -5.3474 19.6096 0.4 -0.2 -0.8
C 7.2314 -3.8789 19.8054 -0.8 0.3 0.1
C 8.6240 -3.6173 20.3576 0.5 -0.2 -0.2
C 8.8621 -2.1196 20.3456 0.0 1.1 0.4
C 8.8448 -4.1734 21.7628 0.2 -0.7 0.1
N 9.5369 -4.2025 19.3667 0.0 -0.1 -0.9
O 10.8972 -3.9583 19.7289 -0.2 -0.1 0.0
H 10.0848 -7.6314 19.4295 0.0 0.2 -0.4
H 9.4148 -6.7830 20.7622 -0.3 0.3 -0.1
H 10.9895 -6.3175 20.1842 0.0 -0.1 -0.1
H 11.2215 -5.4570 17.5489 0.0 0.2 0.3
H 9.6515 -4.9127 16.8778 0.2 0.1 0.0
H 10.0201 -6.6144 17.0811 0.0 0.0 0.0
H 7.6808 -5.6909 17.5909 -0.1 0.5 0.2
H 7.8350 -7.0374 18.6194 0.2 0.0 0.2
H 6.9681 -5.8879 20.5554 -0.1 0.0 0.1
H 5.9570 -5.4915 19.1504 -0.2 0.0 0.3
H 6.4474 -3.4288 20.4253 0.3 0.0 0.3
H 7.1347 -3.3302 18.8613 0.2 -0.2 -0.1
H 9.8606 -1.8029 20.6518 0.1 -0.4 0.0
H 8.6917 -1.6486 19.3744 -0.1 -0.4 -0.1
H 8.1863 -1.6179 21.0480 -0.1 -0.2 0.0
H 8.5469 -5.2201 21.8540 -0.5 0.2 -0.1
H 9.9117 -4.2603 21.9811 0.0 0.7 0.1
H 8.3150 -3.5923 22.5157 0.1 0.0 0.1
H 11.2540 -3.6090 18.9059 0.1 0.2 0.1
C 18.2410 -3.0129 10.9370 0.0 -0.1 -0.1
C 16.7709 -3.0579 11.3622 0.0 0.1 -0.8
C 15.9509 -2.4206 10.2260 -0.1 0.1 -0.2
C 16.3666 -4.5134 11.5282 -0.8 -1.0 0.1
C 14.9919 -4.6986 12.1892 0.3 -0.3 0.0
C 15.1173 -4.0764 13.5693 0.0 0.9 -0.4
C 15.5483 -2.5909 13.5350 -2.0 0.4 0.0
C 14.3000 -1.7656 13.1194 -0.2 0.2 -0.9
C 15.8094 -2.1605 14.9810 0.9 0.3 -0.2
N 16.6770 -2.3903 12.6557 0.7 -0.5 0.8
O 17.0032 -1.0108 12.5598 -0.2 -0.1 -0.1
H 18.4030 -3.5972 10.0282 -0.1 -0.1 0.0
H 18.5468 -1.9931 10.7065 0.1 0.0 0.2
H 18.8511 -3.4385 11.7344 0.1 0.1 0.0
H 14.8926 -2.3156 10.4483 0.0 0.1 0.1
H 16.3713 -1.4504 9.9590 -0.2 0.1 0.1
H 15.9883 -3.0398 9.3256 0.2 -0.1 0.1
H 16.3275 -5.0265 10.5642 0.4 0.3 -0.1
H 17.0985 -5.0524 12.1384 0.1 0.1 0.0
H 14.1870 -4.3474 11.5359 0.1 0.6 0.3
H 14.7156 -5.7527 12.2999 0.4 -0.1 0.1
H 15.8953 -4.6176 14.1125 -0.2 -0.2 0.2
H 14.1730 -4.0414 14.1109 0.1 -0.5 0.2
H 13.9835 -1.9496 12.0905 0.0 -0.4 0.1
H 14.4730 -0.6877 13.1099 0.2 0.0 0.4
H 13.4402 -2.0023 13.7477 0.1 0.1 0.2
H 15.8381 -1.0723 15.0615 0.0 0.0 0.0
H 16.7778 -2.5287 15.3348 -0.1 -0.2 0.0
H 15.0156 -2.5182 15.6332 0.0 -0.1 0.0
H 17.8525 -0.9659 13.0099 0.0 0.1 0.0
C 9.2392 -12.7508 9.9404 -0.1 0.3 0.1
C 9.6852 -12.2182 11.2842 -0.3 -0.1 0.5
C 10.6425 -13.1439 12.0261 1.0 0.4 0.1
O 10.2489 -10.9240 11.0987 0.0 -0.2 -0.2
H 8.5808 -13.6097 10.0672 0.1 -0.1 0.0
H 10.1119 -13.0299 9.3505 -0.1 0.0 -0.1
H 8.6780 -11.9731 9.4214 0.0 0.0 -0.1
H 8.8127 -12.0928 11.9440 -0.2 -0.1 -0.2
H 11.2568 -12.5151 12.6829 -0.3 -0.1 0.3
H 11.4146 -13.6043 11.4009 -0.4 -0.1 -0.3
H 10.1525 -13.9175 12.6150 -0.1 0.0 -0.1
H 10.2912 -10.5008 11.9652 0.3 0.2 -0.1
C 5.9283 -6.7895 13.7593 0.5 1.3 0.2
C 5.4127 -8.0867 14.3099 -0.7 0.3 1.1
C 6.3068 -8.5674 15.4493 0.8 0.3 0.0
O 4.0874 -7.8155 14.8149 0.1 0.1 -0.2
H 5.2817 -6.2788 13.0437 0.2 -0.7 -0.6
H 6.9768 -6.8656 13.4590 -0.2 -0.2 -0.6
H 5.9984 -5.9866 14.5046 -0.2 -0.6 0.6
H 5.3340 -8.8699 13.5504 0.1 0.1 -0.1
H 7.1851 -9.0455 15.0040 -0.2 -0.4 0.3
H 5.7863 -9.1703 16.1925 0.0 -0.5 -0.4
H 6.7540 -7.7630 16.0462 -0.4 0.3 -0.2
H 3.5580 -8.6160 14.7760 0.1 0.0 0.0
C 14.1418 -7.6735 8.7870 0.3 0.4 1.9
C 14.7142 -7.1211 7.5046 -1.2 -1.3 -1.3
C 15.0119 -5.6514 7.5014 0.8 0.5 1.1
O 15.8523 -7.9018 7.1126 0.6 0.5 0.3
H 14.7808 -7.3428 9.6219 0.2 -0.1 -0.1
H 14.1231 -8.7596 8.8753 0.0 -0.1 -0.5
H 13.1611 -7.3244 9.1252 -0.1 0.2 -0.7
H 13.9798 -7.3031 6.7047 -0.1 0.2 0.1
H 15.5547 -5.3395 8.4059 0.0 -0.3 0.0
H 14.0997 -5.0578 7.5551 -0.1 -0.1 -0.5
H 15.6801 -5.3734 6.6889 -0.4 0.0 -0.3
H 15.5439 -8.6633 6.6184 -0.1 0.0 0.1
C 11.3595 -10.9072 15.8746 0.5 0.0 0.8
C 9.8677 -11.0243 16.0282 -1.0 0.6 -0.5
C 9.2829 -10.3135 17.2369 0.1 0.2 0.4
O 9.2364 -10.4436 14.8487 0.3 0.0 -0.3
H 11.7107 -9.9182 15.5718 -0.4 0.1 -0.2
H 11.7944 -11.6544 15.2130 -0.1 0.0 -0.1
H 11.7989 -11.0316 16.8713 0.1 -0.3 -0.1
H 9.5194 -12.0601 16.0618 0.5 -0.1 0.1
H 9.4030 -9.2267 17.2217 0.2 0.0 -0.3
H 9.7595 -10.6580 18.1578 -0.2 -0.1 0.0
H 8.2078 -10.4910 17.2861 0.0 -0.1 0.1
H 8.4780 -10.9774 14.5978 0.0 0.0 0.0
C 7.5579 -3.9453 15.2591 -1.5 0.7 -0.4
C 8.4063 -2.6980 15.4980 0.9 -1.0 -0.2
C 9.7577 -2.8379 14.7930 -0.6 0.7 -0.3
O 7.8218 -1.5324 14.9276 -0.2 0.0 0.3
H 6.7617 -4.0340 16.0070 0.3 -0.3 0.3
H 8.0770 -4.8838 15.0945 0.2 0.0 0.4
H 6.9525 -3.7642 14.3607 0.4 0.0 -0.2
H 8.5595 -2.5583 16.5740 0.0 0.0 0.0
H 10.2757 -3.7864 14.9053 0.0 0.0 0.5
H 10.3509 -1.9771 15.1011 0.4 -0.2 -0.2
H 9.5446 -2.7409 13.7237 0.1 0.1 0.0
H 7.0747 -1.2789 15.4791 0.0 0.1 -0.1
C 14.8699 -9.3913 14.6944 1.1 -0.2 -0.4
C 14.4662 -8.6836 13.4025 -0.9 -0.8 0.6
C 13.9773 -9.7026 12.3822 0.5 0.1 -0.4
O 13.4031 -7.7802 13.6832 0.5 0.9 0.1
H 14.0754 -10.0123 15.1046 -0.1 0.2 0.1
H 15.2751 -8.6702 15.4045 -0.5 0.0 0.2
H 15.7196 -10.0555 14.4858 -0.1 -0.1 -0.1
H 15.3414 -8.1222 13.0696 -0.2 0.2 -0.3
H 14.7677 -10.3961 12.0828 -0.1 -0.1 0.3
H 13.6446 -9.2493 11.4463 -0.2 0.2 0.2
H 13.1412 -10.2365 12.8375 0.0 -0.2 -0.2
H 12.5318 -8.1966 13.6017 0.2 -0.4 -0.1
C 9.8825 -6.5331 13.6705 0.5 1.8 -0.4
C 10.2746 -7.4911 12.5658 -1.9 -0.9 -0.2
C 11.1955 -6.9504 11.4906 0.8 0.8 1.8
O 10.7955 -8.7234 13.0912 0.3 0.1 -0.2
H 9.2077 -6.8443 14.4688 0.2 -0.8 -0.1
H 9.3233 -5.7141 13.1938 0.1 0.0 0.0
H 10.7572 -6.0308 14.0990 0.0 -0.3 0.2
H 9.3137 -7.7183 12.0788 0.1 -0.4 -0.1
H 12.0836 -6.6188 12.0445 0.3 -0.2 -0.4
H 10.8141 -6.0147 11.0836 -0.3 -0.3 -0.4
H 11.4863 -7.7122 10.7763 -0.2 0.1 -0.2
H 10.1180 -9.1468 13.6384 0.0 0.0 0.3
```
Positions in Å, forces in eV/Å.

Values from the calculation:
highest occupied orbital energy: -8.158 eV
relative energy (zero: lowest compared OMol25 entry of this formula, charge and spin): 0.9591 eV
orbital gap: 8.2785 eV

These are the Löwdin partial charges, in e, on atoms 1 to 8: C -0.029; C -0.509; C -0.026; C -0.123; C -0.191; C -0.146; C -0.514; C -0.038